[1]
Computed, not measured: a cluster of 2 separate species, C37H39BO4S in total at a distorted geometry, with the ωB97M-V functional and the def2-TZVPD basis.

Each line ends with the Mulliken charge.
CARTESIAN COORDINATES (ANGSTROEM)
C -5.47 1.09 0.61  -0.56
O -4.46 1.05 -0.43  -0.50
C -3.27 0.45 -0.16  0.76
C -2.19 0.74 -1.04  -0.72
C -0.92 0.30 -0.72  -0.83
C -0.71 -0.57 0.36  0.38
B 0.71 -1.07 0.65  0.92
C 1.09 1.39 3.93  -0.27
C 2.44 0.86 3.60  0.36
C 3.32 1.70 2.97  -1.52
C 2.64 2.70 2.27  1.00
C 3.35 3.73 1.50  -1.44
S 0.97 2.57 2.36  -0.14
O 0.97 -1.78 1.83  0.31
C 1.94 -2.73 1.36  0.81
C 2.81 -3.26 2.49  -1.72
C 1.05 -3.88 0.86  -1.84
C 2.72 -1.88 0.24  2.03
C 4.07 -1.34 0.72  -1.66
C 2.87 -2.56 -1.10  -1.92
O 1.83 -0.77 -0.08  -0.70
C -1.81 -0.94 1.16  -0.24
C -3.07 -0.42 0.94  -0.19
H -6.32 1.56 0.11  0.28
H -5.73 0.09 0.97  0.29
H -5.13 1.72 1.45  0.14
H -2.38 1.35 -1.92  0.41
H -0.07 0.59 -1.33  0.43
H 2.66 -0.14 3.90  0.38
H 4.40 1.63 2.92  0.39
H 3.75 4.49 2.18  0.29
H 4.19 3.24 0.99  0.37
H 2.71 4.21 0.76  0.39
H 3.48 -4.02 2.07  0.43
H 3.41 -2.49 2.98  0.25
H 2.21 -3.75 3.27  0.35
H 1.61 -4.67 0.35  0.39
H 0.55 -4.32 1.74  0.41
H 0.24 -3.51 0.21  0.27
H 4.79 -2.17 0.76  0.32
H 4.46 -0.59 0.02  0.46
H 4.02 -0.88 1.71  0.06
H 3.54 -3.43 -1.05  0.37
H 1.87 -2.84 -1.45  0.34
H 3.27 -1.80 -1.79  0.45
H -1.69 -1.63 2.00  -0.25
H -3.89 -0.67 1.62  0.08
C -0.38 -7.15 8.87  -0.55
C -1.11 -6.09 8.30  -0.71
C -0.46 -5.10 7.57  -0.26
C 0.93 -5.24 7.37  0.56
O 1.71 -4.40 6.60  -0.45
C 1.14 -3.29 5.99  -0.06
C 1.81 -2.10 6.24  -1.20
C 1.39 -0.98 5.56  -1.04
C 0.40 -0.97 4.55  0.01
C 0.04 0.36 4.02  0.60
C -1.36 0.63 3.90  1.20
C -1.88 1.81 3.31  0.13
C -3.21 2.18 3.47  -1.39
C -4.10 1.35 4.18  -0.40
C -3.63 0.15 4.72  -1.08
C -2.30 -0.20 4.59  -0.10
C -0.19 -2.26 4.29  0.56
C 0.10 -3.39 5.04  -0.51
C 1.67 -6.26 7.96  -0.50
C 1.01 -7.20 8.73  -0.39
H -0.91 -7.93 9.43  0.35
H -2.19 -6.03 8.43  0.35
H -1.01 -4.25 7.16  0.50
H 2.66 -2.05 6.92  0.45
H 1.89 -0.04 5.82  0.58
H 1.12 2.12 4.74  0.66
H -1.23 2.45 2.70  0.05
H -3.55 3.13 3.06  0.40
H -5.15 1.64 4.29  0.40
H -4.30 -0.52 5.27  0.42
H -1.97 -1.10 5.12  0.48
H -0.96 -2.37 3.53  0.01
H -0.44 -4.35 4.89  0.55
H 2.75 -6.25 7.79  0.39
H 1.60 -7.98 9.22  0.37

Properties
Total charge: 0
E_HOMO, eV: -5.6
Relative energy (zero: lowest compared OMol25 entry of this formula, charge and spin), kJ/mol: 44.3
Kohn-Sham gap, eV: 4.02



[2]
Computed, not measured: a structure of composition C37H39ClIN6O2SeSnTe, with the ωB97M-V functional and the def2-TZVPD basis.

Each line ends with the Mulliken charge.
CARTESIAN COORDINATES (ANGSTROEM)
Sn 0.18 -0.09 0.70  0.48
C -2.74 -2.32 -2.15  -0.41
C -3.40 -1.74 -0.94  0.49
N -4.60 -2.17 -0.62  -0.65
C -5.22 -1.64 0.45  -1.19
C -4.69 -0.62 1.20  0.65
C -5.46 -0.05 2.37  -0.92
O -4.69 -0.01 3.56  -0.47
C -3.40 -0.17 0.89  0.82
C -2.84 0.94 1.66  -0.94
N -1.58 1.16 1.79  0.46
C -1.18 2.34 2.46  -0.55
C -1.50 3.59 1.91  0.31
C -1.05 4.75 2.50  -0.97
C -0.26 4.69 3.65  -0.74
C 0.06 3.46 4.20  -0.41
C -0.40 2.29 3.61  -0.12
I 0.04 0.46 4.50  0.22
C -2.72 -0.75 -0.18  -0.02
O -1.49 -0.41 -0.57  -0.64
H -3.41 -3.02 -2.63  0.39
H -1.81 -2.82 -1.88  -0.32
H -2.47 -1.54 -2.87  0.25
H -6.20 -2.04 0.68  0.38
H -6.38 -0.62 2.51  0.42
H -5.75 0.98 2.17  0.34
H -4.49 -0.91 3.84  0.32
H -3.54 1.62 2.14  0.54
H -2.10 3.61 1.01  0.50
H -1.31 5.71 2.08  0.47
H 0.10 5.60 4.11  0.42
H 0.65 3.41 5.10  0.44
C 3.22 -0.81 -2.77  -1.42
Te 1.11 -0.59 -2.51  0.11
C 1.06 -2.65 -3.07  -0.80
C 2.44 -3.18 -2.78  0.28
C 2.69 -4.55 -2.70  -0.44
C 3.97 -5.02 -2.43  -0.69
C 5.01 -4.12 -2.22  -0.60
C 4.77 -2.75 -2.31  -0.61
C 3.49 -2.28 -2.60  0.74
H 3.73 -0.20 -2.02  0.55
H 3.49 -0.46 -3.76  0.54
H 0.81 -2.73 -4.12  0.55
H 0.29 -3.17 -2.49  0.27
H 1.88 -5.25 -2.85  0.42
H 4.16 -6.08 -2.37  0.41
H 6.01 -4.47 -2.00  0.43
H 5.58 -2.05 -2.16  0.43
Se 4.62 -2.73 1.78  0.11
C 3.96 -1.25 0.92  0.18
N 3.54 -0.32 0.38  -0.37
C -1.14 3.97 -3.20  -0.71
C -1.96 2.89 -2.53  -0.74
N -1.17 2.23 -1.50  1.38
C -0.05 2.72 -0.93  -0.44
N 0.62 1.95 -0.09  0.66
C 1.74 2.53 0.66  -0.39
C 2.48 3.55 -0.18  -0.77
C 1.49 4.61 -0.62  -0.68
N 0.33 3.98 -1.25  0.26
C -0.49 4.81 -2.12  -0.60
H -1.77 4.59 -3.83  0.40
H -0.36 3.52 -3.82  0.27
H -2.28 2.13 -3.25  0.35
H -2.86 3.33 -2.09  0.34
H -1.40 1.27 -1.26  -0.39
H 2.41 1.73 0.95  0.21
H 1.36 3.01 1.57  0.03
H 2.92 3.06 -1.05  0.23
H 3.28 4.01 0.39  0.45
H 1.94 5.28 -1.36  0.53
H 1.17 5.21 0.23  0.24
H 0.16 5.56 -2.56  0.39
H -1.25 5.34 -1.54  0.22
Cl -2.47 -2.99 2.70  -0.19
C -0.82 -3.24 2.25  0.43
C 0.18 -3.15 3.21  -0.90
C 1.50 -3.35 2.84  -0.54
C 1.84 -3.64 1.52  0.46
C 3.24 -3.96 1.10  -0.42
C 0.82 -3.72 0.57  0.15
C -0.51 -3.53 0.93  -0.93
H -0.09 -2.94 4.24  0.74
H 2.27 -3.28 3.59  0.38
H 3.34 -3.99 0.02  -0.52
H 3.57 -4.92 1.50  0.64
H 1.08 -3.96 -0.45  0.24
H -1.30 -3.61 0.20  0.56

Properties
Total charge: +1
E_HOMO, eV: -10.2
Relative energy (zero: lowest compared OMol25 entry of this formula, charge and spin), kJ/mol: 0.0
Kohn-Sham gap, eV: 7.70



[3]
Computed, not measured: a structure of composition C37H39Ge2N5OPPdS at a distorted geometry, with the ωB97M-V functional and the def2-TZVPD basis.

Each line ends with the Mulliken charge.
CARTESIAN COORDINATES (ANGSTROEM)
Pd 0.13 1.08 -0.98  0.48
O 3.19 1.46 -1.10  -0.25
N 2.48 2.62 -1.39  -0.46
C 2.37 3.37 -0.38  -1.17
C 2.84 3.07 1.01  0.79
C 3.92 3.81 1.48  -0.60
C 4.37 3.66 2.78  -0.83
C 3.71 2.79 3.64  -0.94
C 2.62 2.07 3.18  -0.74
C 2.19 2.17 1.85  1.23
P 0.66 1.26 1.36  1.60
C 0.61 -0.28 2.33  0.50
C -0.64 -0.90 2.43  -0.93
C -0.79 -2.07 3.15  -1.13
C 0.31 -2.65 3.76  -0.77
C 1.56 -2.08 3.62  -1.03
C 1.72 -0.91 2.89  -0.35
C -0.55 2.34 2.20  0.93
C -1.10 2.06 3.44  -0.32
C -2.00 2.95 4.02  -0.69
C -2.34 4.12 3.37  -0.64
C -1.78 4.41 2.13  -0.75
C -0.89 3.53 1.55  -0.40
H 3.35 1.09 -1.97  0.41
H 1.94 4.34 -0.59  0.46
H 4.41 4.51 0.82  0.50
H 5.23 4.22 3.13  0.42
H 4.02 2.69 4.67  0.47
H 2.08 1.44 3.87  0.50
H -1.50 -0.44 1.96  0.76
H -1.77 -2.52 3.24  0.49
H 0.19 -3.56 4.34  0.45
H 2.43 -2.56 4.06  0.43
H 2.71 -0.49 2.77  0.63
H -0.83 1.16 3.97  0.36
H -2.42 2.72 4.99  0.44
H -3.05 4.81 3.82  0.41
H -2.04 5.33 1.62  0.46
H -0.48 3.76 0.58  0.25
N -4.86 3.46 -2.05  -0.34
C -5.30 2.22 -1.78  0.59
N -6.56 1.91 -2.10  -0.39
N -4.56 1.29 -1.21  -0.54
C -3.31 1.58 -0.94  0.30
N -2.20 1.78 -0.66  -0.30
H -5.44 4.15 -2.50  0.19
H -3.92 3.72 -1.80  0.15
H -7.20 2.57 -2.51  0.18
H -6.89 0.98 -1.88  0.23
S -0.35 2.54 -3.69  0.00
C -0.25 1.24 -2.91  -0.36
C -3.06 -1.75 0.12  -1.07
Ge -1.97 -2.17 -1.43  1.05
C -1.95 -4.12 -1.57  -1.40
C -2.82 -1.38 -3.01  -1.16
Ge 0.31 -1.32 -1.39  -0.28
C 1.52 -2.25 -0.18  1.13
C 1.10 -3.44 0.41  -0.52
C 2.00 -4.24 1.10  -0.70
C 3.33 -3.86 1.22  -0.62
C 3.75 -2.66 0.67  -0.75
C 2.85 -1.86 -0.02  0.07
C 1.12 -1.71 -3.13  0.79
C 0.45 -2.56 -4.01  -0.04
C 1.04 -2.96 -5.21  -0.88
C 2.30 -2.49 -5.55  -0.56
C 2.97 -1.63 -4.69  -0.79
C 2.38 -1.25 -3.50  0.13
H -4.09 -2.01 -0.11  0.49
H -3.02 -0.70 0.40  0.10
H -2.74 -2.36 0.97  0.22
H -2.83 -4.45 -2.12  0.54
H -2.00 -4.55 -0.57  0.43
H -1.06 -4.51 -2.06  0.43
H -3.83 -1.08 -2.76  0.43
H -2.85 -2.10 -3.84  0.48
H -2.27 -0.50 -3.35  0.20
H 0.07 -3.76 0.33  0.11
H 1.66 -5.17 1.55  0.46
H 4.03 -4.50 1.74  0.42
H 4.78 -2.35 0.77  0.47
H 3.20 -0.92 -0.43  -0.06
H -0.53 -2.94 -3.78  0.11
H 0.51 -3.63 -5.88  0.43
H 2.77 -2.80 -6.48  0.38
H 3.95 -1.25 -4.95  0.45
H 2.94 -0.60 -2.84  -0.17

Properties
Total charge: +1
E_HOMO, eV: -10.4
Relative energy (zero: lowest compared OMol25 entry of this formula, charge and spin), kJ/mol: 225.0
Kohn-Sham gap, eV: 6.89



[4]
Computed, not measured: a structure of composition C37H40BrFN6O11STi at a distorted geometry, with the ωB97M-V functional and the def2-TZVPD basis.

Each line ends with the Mulliken charge.
CARTESIAN COORDINATES (ANGSTROEM)
Ti 0.35 -0.17 0.19  -0.22
C -3.23 -6.19 2.61  -1.99
C -2.98 -5.10 3.64  0.57
C -4.25 -4.77 4.43  -0.97
C -3.88 -3.87 5.60  -1.17
C -3.04 -2.71 5.14  1.61
C -2.91 -1.59 5.97  -0.88
C -2.18 -0.51 5.53  -0.09
F -2.07 0.56 6.36  -0.39
C -1.57 -0.47 4.30  -0.94
C -1.68 -1.59 3.45  0.58
C -1.10 -1.57 2.16  0.94
O -0.38 -0.52 1.79  0.81
C -1.31 -2.70 1.31  0.25
C -1.98 -3.79 1.79  -0.62
N -2.49 -3.85 3.05  0.39
C -2.41 -2.72 3.90  -1.47
C -0.87 -2.79 -0.12  0.18
O -1.08 -3.79 -0.78  -0.82
O -0.30 -1.72 -0.63  -0.19
H -3.64 -7.06 3.13  0.45
H -2.31 -6.49 2.11  0.49
H -3.95 -5.86 1.86  0.34
H -2.22 -5.45 4.35  0.20
H -4.72 -5.70 4.77  0.36
H -4.94 -4.26 3.77  0.31
H -3.35 -4.46 6.36  0.33
H -4.79 -3.49 6.09  0.42
H -3.40 -1.57 6.94  0.45
H -1.02 0.40 3.96  0.65
H -2.12 -4.63 1.14  0.74
C -4.34 -0.19 -1.64  -1.89
C -2.94 0.31 -1.93  1.81
C -2.97 1.64 -2.68  -1.63
O -2.25 -0.61 -2.78  -0.65
C -2.15 0.48 -0.61  0.31
O -2.68 0.24 0.45  -0.62
O -0.91 0.91 -0.74  -0.16
H -4.92 -0.22 -2.56  0.44
H -4.84 0.47 -0.92  0.32
H -4.30 -1.19 -1.20  0.31
H -3.23 1.45 -3.72  0.42
H -1.99 2.12 -2.65  0.14
H -3.71 2.31 -2.24  0.44
H -1.97 -1.37 -2.26  0.24
Br 6.53 -2.19 3.72  -0.27
C 5.28 -0.76 3.46  -0.01
C 5.46 0.40 4.20  -0.55
C 4.55 1.45 4.00  -0.75
C 3.51 1.33 3.11  -0.68
C 3.34 0.13 2.36  0.47
C 4.26 -0.93 2.56  -0.66
C 2.30 0.00 1.42  0.65
O 1.99 -1.11 0.80  -0.52
O 1.54 1.02 1.04  -0.35
H 6.28 0.50 4.90  0.40
H 4.65 2.36 4.58  0.40
H 2.80 2.13 2.96  0.63
H 4.14 -1.85 2.00  0.53
C 0.83 -0.06 -3.00  -0.57
N 1.59 0.25 -1.76  1.17
C 1.92 1.70 -1.79  -0.77
N 2.68 2.06 -2.98  0.07
C 1.90 1.71 -4.16  -0.59
N 1.58 0.28 -4.21  0.08
C 2.84 -0.47 -4.20  -0.65
N 3.64 -0.17 -3.01  0.07
C 2.87 -0.51 -1.82  -0.68
C 3.91 1.27 -2.99  -0.65
H -0.10 0.49 -2.99  0.11
H 0.61 -1.13 -3.01  0.01
H 2.50 1.95 -0.91  0.14
H 0.99 2.27 -1.77  0.07
H 2.47 1.97 -5.06  0.36
H 0.97 2.28 -4.15  0.32
H 3.41 -0.21 -5.09  0.35
H 2.61 -1.54 -4.21  0.35
H 3.46 -0.28 -0.94  0.26
H 2.64 -1.57 -1.82  0.01
H 4.50 1.53 -3.88  0.33
H 4.50 1.51 -2.10  0.32
N -0.78 2.84 1.97  -0.37
C -0.82 4.17 1.53  0.72
C -1.98 4.70 0.97  -0.32
C -2.05 6.04 0.62  -0.67
C -0.96 6.88 0.82  -0.07
C 0.21 6.35 1.34  -0.88
C 0.28 5.01 1.69  -0.29
S -1.05 8.62 0.40  1.28
O -0.42 9.30 1.52  -0.72
O -2.48 8.90 0.26  -0.73
O -0.31 8.74 -0.85  -0.70
H -1.46 2.23 1.55  0.08
H 0.14 2.43 1.99  -0.10
H -2.83 4.04 0.81  0.42
H -2.95 6.47 0.21  0.44
H 1.06 7.01 1.48  0.35
H 1.20 4.59 2.10  0.34

Properties
Total charge: -2
E_HOMO (spin up / spin down), eV: -1.3 / -2.8
⟨S²⟩: 2.059
Relative energy (zero: lowest compared OMol25 entry of this formula, charge and spin), kJ/mol: 142.2
Kohn-Sham gap (spin up / spin down), eV: 4.72 / 6.24
2S+1: 3



[5]
Computed, not measured: a structure of composition C37H40IrO2P2 at a distorted geometry, with the ωB97M-V functional and the def2-TZVPD basis.

Each line ends with the Mulliken charge.
CARTESIAN COORDINATES (ANGSTROEM)
Ir 1.04 -0.25 1.64  1.78
C -2.37 -0.22 4.88  -0.30
C -2.84 -0.20 3.63  0.48
C -3.15 0.85 2.53  -1.58
C -2.11 1.77 1.73  0.00
C -0.89 2.03 2.50  -0.50
C -0.83 2.22 3.85  -0.64
C -1.95 2.22 4.82  -1.18
C -2.04 0.98 5.74  -0.38
C 2.40 -1.60 1.20  -1.24
H -2.09 -1.22 5.38  0.29
H -2.47 -1.08 3.12  -0.46
H -3.83 1.62 2.94  0.65
H -3.74 0.36 1.74  0.50
H -2.03 1.44 0.65  -0.25
H -2.55 2.80 1.59  0.56
H -0.09 2.43 1.86  0.79
H 0.16 2.31 4.31  0.68
H -2.95 2.40 4.43  0.44
H -1.73 2.98 5.56  0.51
H -1.10 0.73 6.30  -0.05
H -2.84 1.08 6.55  0.46
H 2.09 -2.47 1.85  0.47
H 3.33 -1.11 1.62  0.49
H 2.52 -1.86 0.13  0.32
P -0.27 -1.59 -1.87  0.70
P 1.35 0.59 -2.05  0.85
C -1.18 -0.08 -2.38  -0.65
C -0.34 0.94 -2.61  -1.18
C -0.61 -2.77 -3.23  0.63
C -1.67 -2.60 -4.13  -0.15
C -1.78 -3.43 -5.27  -0.69
C -0.87 -4.47 -5.47  -0.50
C 0.16 -4.69 -4.53  -0.76
C 0.28 -3.85 -3.43  -0.33
C -1.42 -2.11 -0.59  0.05
C -1.01 -1.44 0.59  0.65
C -1.23 -1.97 1.83  -1.49
C -2.46 -2.71 1.94  -0.35
C -3.00 -3.29 0.78  -1.02
C -2.37 -3.12 -0.46  -0.35
C 2.24 0.81 -3.75  0.60
C 2.00 -0.12 -4.79  -0.07
C 2.55 0.05 -6.06  -0.82
C 3.37 1.16 -6.33  -0.39
C 3.65 2.08 -5.32  -0.85
C 3.10 1.88 -4.04  -0.23
C 1.70 2.19 -1.23  0.49
C 2.96 2.37 -0.64  -0.41
C 3.31 3.61 -0.09  -0.85
C 2.39 4.66 -0.12  -0.46
C 1.09 4.45 -0.62  -0.72
C 0.74 3.20 -1.13  -0.45
H -2.26 -0.13 -2.54  0.77
H -0.53 1.85 -3.17  0.99
H -2.38 -1.77 -3.97  0.32
H -2.58 -3.23 -5.99  0.39
H -0.95 -5.09 -6.36  0.43
H 0.85 -5.50 -4.69  0.44
H 1.09 -3.98 -2.71  0.39
H -0.30 -0.52 0.52  0.09
H -0.38 -1.88 2.60  -0.07
H -3.00 -2.78 2.88  0.51
H -3.89 -3.90 0.89  0.47
H -2.67 -3.76 -1.31  0.52
H 1.33 -0.97 -4.60  0.14
H 2.34 -0.68 -6.85  0.42
H 3.79 1.30 -7.33  0.39
H 4.29 2.96 -5.51  0.41
H 3.32 2.61 -3.27  0.28
H 3.68 1.55 -0.62  0.49
H 4.30 3.77 0.34  0.49
H 2.66 5.65 0.26  0.44
H 0.35 5.24 -0.63  0.44
H -0.27 3.03 -1.50  0.40
C 1.37 0.04 6.00  -1.01
C 1.08 -0.64 4.64  0.88
O 0.63 -1.80 4.69  -0.55
O 1.15 0.11 3.52  -0.55
H 1.55 -0.77 6.69  0.40
H 0.54 0.64 6.44  0.24
H 2.26 0.70 6.06  0.35

Properties
Total charge: +2
E_HOMO (spin up / spin down), eV: -13.7 / -13.7
⟨S²⟩: 8.772
Relative energy (zero: lowest compared OMol25 entry of this formula, charge and spin), kJ/mol: 432.8
Kohn-Sham gap (spin up / spin down), eV: 7.73 / 4.75
2S+1: 6